A cluster of 7 separate species, C23H48Br2O17S5 in total at a distorted geometry, computed with ωB97M-V/def2-TZVPD.

```
95
Properties=species:S:1:pos:R:3:forces:R:3
Br -19.72613 -30.17609 -2.63305 0.27 0.00 -0.04
C -18.91674 -28.41630 -2.78674 -0.03 0.85 0.02
C -18.57244 -28.09924 -4.23239 0.17 0.55 0.78
Br -18.05226 -26.12550 -4.33371 -0.42 -1.27 0.02
H -18.04748 -28.34887 -2.13258 -0.14 -0.21 -0.05
H -19.67225 -27.71011 -2.44237 0.03 -0.14 0.08
H -19.47275 -28.26589 -4.82380 0.46 0.17 -0.42
H -17.66362 -28.62017 -4.53368 -0.43 0.01 -0.36
O -21.81989 -29.61430 -5.47083 -0.91 -1.01 0.14
S -22.70930 -30.75453 -5.35910 -2.82 0.10 1.34
O -22.33923 -32.05880 -5.81263 0.38 0.31 -0.01
O -23.23521 -31.00276 -3.79496 2.34 -1.01 -2.84
C -23.50040 -29.89777 -3.01155 -2.00 1.56 1.68
C -24.71976 -30.38360 -2.16796 0.31 -0.11 0.29
C -24.45095 -30.39634 -6.07712 2.80 -0.09 -0.19
H -23.65500 -28.97412 -3.56927 -0.70 -0.11 -0.43
H -22.68423 -29.56220 -2.37173 0.29 -0.78 0.19
H -25.27466 -29.64034 -1.59546 0.51 0.27 -0.07
H -24.34745 -31.16494 -1.50541 0.23 0.21 0.44
H -25.46769 -30.96544 -2.70663 0.08 0.40 -0.83
H -24.76048 -29.42645 -5.68774 -0.26 -0.31 -0.03
H -25.08469 -31.27450 -5.95343 0.17 0.29 0.48
H -24.15094 -30.33660 -7.12332 -0.49 0.28 -0.17
O -26.03171 -25.24438 -7.28447 0.25 -2.57 1.68
S -26.04548 -26.57711 -6.62189 0.01 1.15 -1.43
O -26.74022 -27.62370 -7.40538 1.64 1.16 1.83
O -24.39162 -26.97736 -6.24822 -4.69 -0.17 -0.56
C -23.44561 -27.29310 -7.27480 1.13 -0.47 0.07
C -22.40505 -26.33751 -6.84770 2.14 0.25 -0.27
C -26.86293 -26.39431 -4.88190 0.55 -0.43 -1.97
H -23.55842 -27.08918 -8.33960 -1.57 0.10 0.08
H -23.13333 -28.33617 -7.22377 -0.28 0.00 0.42
H -22.38015 -26.24789 -5.76168 -0.26 0.43 -0.23
H -22.63686 -25.44300 -7.42582 0.35 0.56 0.82
H -21.39212 -26.65796 -7.09140 0.12 -0.07 -0.46
H -26.69277 -25.36526 -4.56536 0.36 -0.37 0.15
H -26.57373 -27.20512 -4.21327 0.43 0.40 0.03
H -27.90752 -26.52464 -5.16461 0.02 0.04 -0.11
O -20.33047 -20.19927 -3.49455 -0.82 -0.72 -0.50
S -21.56254 -20.94137 -3.68555 -1.03 0.73 -0.92
O -22.73460 -20.26360 -4.27406 2.28 -1.29 0.39
O -21.22738 -22.27858 -4.61701 -0.17 2.00 0.58
C -20.97940 -23.61910 -4.13297 -1.11 -0.04 -0.01
C -22.34414 -24.27734 -3.93379 0.23 0.72 0.40
C -22.07948 -21.51721 -2.10112 0.86 -0.03 -0.23
H -20.31600 -23.62617 -3.26813 -0.19 0.08 0.21
H -20.44980 -24.14289 -4.92876 0.08 0.33 -0.15
H -22.95768 -23.74123 -3.20974 0.43 -0.26 0.66
H -22.18367 -25.30251 -3.60003 -0.51 -0.02 -0.25
H -22.97520 -24.11193 -4.80700 0.44 -0.72 -0.52
H -21.88398 -20.70528 -1.40065 -0.28 0.18 -0.24
H -21.32412 -22.26056 -1.84622 -0.65 -0.54 0.36
H -23.13192 -21.79515 -2.15781 0.39 -0.34 0.25
O -27.81846 -23.63931 -1.04494 0.13 0.05 0.19
S -29.10360 -23.64264 -0.43098 -2.03 -0.44 1.13
O -29.81852 -24.90802 -0.16180 1.42 2.94 -0.45
O -29.07384 -22.78524 1.02739 -0.90 -1.69 -2.02
C -27.94416 -22.06961 1.44742 2.26 1.02 -0.56
C -28.30371 -21.36917 2.69265 -1.02 1.00 1.33
C -30.22160 -22.49101 -1.36765 0.79 -0.30 1.06
H -27.62776 -21.25760 0.79272 -0.38 -0.12 -0.93
H -27.02735 -22.65332 1.53009 -0.34 -0.65 0.21
H -28.75682 -22.05558 3.40793 0.16 0.19 0.24
H -28.99695 -20.55358 2.48692 -0.81 -0.37 -0.27
H -27.55148 -20.72523 3.14827 0.83 -0.86 0.03
H -29.70753 -21.55152 -1.57063 0.41 -0.25 0.05
H -31.00113 -22.24686 -0.64597 -0.34 -0.37 -0.41
H -30.52202 -22.94349 -2.31270 -0.17 -0.18 0.37
O -23.01280 -24.70207 3.60979 -0.85 1.77 0.16
S -23.88617 -23.56613 3.36092 0.07 -0.11 1.12
O -24.80139 -23.66294 2.24336 0.64 0.74 1.89
O -24.78382 -23.23942 4.79280 0.44 0.05 -1.81
C -24.29286 -23.53651 6.12587 1.59 0.07 -1.28
C -24.98826 -22.62634 7.10578 -1.10 -1.18 0.25
C -22.99097 -21.93997 3.38167 0.33 -0.54 0.74
H -23.24259 -23.29154 6.28404 0.50 0.27 -0.78
H -24.23482 -24.62491 6.13669 -0.96 -0.06 1.06
H -24.79464 -22.98891 8.11531 0.20 0.13 0.10
H -26.06660 -22.71540 6.97401 -0.09 0.32 -0.02
H -24.66769 -21.58812 7.01946 0.00 -0.17 -0.18
H -22.03452 -22.02932 2.86658 -0.50 -0.04 -0.76
H -22.68992 -21.68033 4.39658 -0.15 -0.78 0.44
H -23.62410 -21.08049 3.16137 -0.16 -0.52 -0.90
C -23.79179 -24.11107 -0.47440 0.62 -0.92 -0.17
C -24.65199 -25.01652 -1.06035 1.56 0.74 -1.22
C -24.20707 -26.30716 -1.61655 2.69 3.21 2.77
O -24.96098 -27.03719 -2.18460 -2.83 -3.02 -2.49
C -22.80207 -26.59849 -1.39656 1.47 0.94 1.18
C -21.90232 -25.72685 -0.77832 -2.43 0.75 -0.14
C -22.36932 -24.39730 -0.22652 0.37 -1.84 0.23
O -21.59769 -23.70239 0.50360 -0.67 0.16 -0.70
H -24.16100 -23.15166 -0.14331 -0.02 0.18 -0.03
H -25.54843 -24.63840 -1.52920 -0.67 -0.16 0.69
H -22.39881 -27.57662 -1.61347 -0.21 -0.27 -0.43
H -20.88788 -26.06057 -0.61724 0.19 0.23 0.17
```
Positions in Å, forces in eV/Å.

Spin multiplicity: 2
⟨S²⟩: 0.77
Charge: -1
Largest force on an atom: 0.09761 Eh/bohr
LUMO (spin up / spin down): 1.94 / 1.94 eV